A molecular structure, C23H43CoN2OP3Se in a non-equilibrium geometry, computed with the ωB97M-V functional and the def2-TZVPD basis.

```
! RIJCOSX wB97M-V def2-TZVPD def2/J DEFGRID3
* xyz 3 5
Se -1.3827 -1.7306 2.7113
Co 0.7259 -0.0527 -1.5015
P 1.3556 2.0106 -1.7469
P -1.4114 0.3176 -1.3241
P 0.6755 -1.6214 -2.9435
O -2.6188 4.0387 6.7011
N -1.7689 2.0687 7.4668
N -0.3347 2.2263 2.5882
C -0.9726 -4.0018 0.9086
C -0.3228 1.7882 4.9577
C -1.9793 3.0081 6.4934
C -0.2118 -4.8322 0.0837
C -1.9182 1.7158 -0.2532
C -2.2640 0.7305 -2.9029
C 1.3631 2.8268 -0.1073
C -1.7627 3.4850 4.0533
C 1.1748 -4.6744 0.0084
C 1.7836 -3.6501 0.7315
C 3.0532 2.3041 -2.3412
C -2.5300 -0.9529 -0.6515
C 2.0704 -2.7797 -3.1016
C 1.0348 -2.8296 1.5750
C 2.1198 -0.3650 -0.4815
C 0.4792 -0.8933 -4.6140
C -1.3368 2.7381 5.1623
C -0.7120 -2.8180 -2.8749
C -0.3627 -2.9756 1.6511
C 3.1415 -1.0265 0.1220
C 0.3368 3.0570 -2.8122
C 0.1341 1.5562 3.6479
C -1.2344 3.2003 2.7917
H -2.5017 4.2765 4.1392
H -3.5507 -0.5415 -0.6400
H 0.9116 0.8096 3.4513
H -3.2795 1.0617 -2.6468
H 1.5195 -2.0407 2.1533
H 3.2172 3.3870 -2.3486
H -0.6958 -5.6176 -0.4978
H -0.5559 3.3985 -2.2745
H -2.2345 -1.1952 0.3809
H -1.5106 2.6744 -0.5955
H -1.6513 -2.3481 -3.1923
H 0.7333 -1.6519 -5.3643
H 4.0532 -1.2342 -0.4434
H 1.7749 -5.3522 -0.5961
H 1.4000 0.2723 0.1226
H -1.5706 3.7553 1.9129
H 0.9561 3.9146 -3.0920
H 1.1504 -0.0326 -4.7190
H -2.0540 -4.1298 0.9922
H -1.7456 1.5378 -3.4317
H -2.3255 -0.1523 -3.5500
H 3.7976 1.8112 -1.7036
H 0.0496 2.5077 -3.7136
H -2.5115 -1.8706 -1.2481
H 3.1649 1.9311 -3.3649
H 3.1240 -1.1749 1.2022
H 1.7864 -3.6049 -3.7682
H -0.5536 -0.5573 -4.7650
H -1.4315 1.1428 7.2512
H 0.1187 1.2123 5.7729
H 2.4027 2.9383 0.2184
H 0.9215 3.8224 -0.2231
H 2.3307 -3.1777 -2.1180
H -1.5710 1.5339 0.7713
H -0.4775 -3.6584 -3.5435
H -3.0169 1.7716 -0.2680
H 2.8541 -3.4752 0.6110
H 0.8033 2.2909 0.6720
H -2.2984 2.1878 8.3146
H 2.9432 -2.2558 -3.5122
H -0.8153 -3.2005 -1.8518
H 2.3582 -0.0549 -1.6192
H -2.3437 -2.7795 3.1272
*
```

As for the lowest unoccupied orbital energy (alpha / beta): -8.8 / -12.9 eV. The value obtained for the energy above the lowest of the compared OMol25 structures with the same formula, charge and spin is 2.912 eV.

---

A molecular structure, C23H41AsCl2F3I2O23PS6 in a non-equilibrium geometry, computed with the ωB97M-V functional and the def2-TZVPD basis.

```
! RIJCOSX wB97M-V def2-TZVPD def2/J DEFGRID3
* xyz -2 1
I 3.3314 -1.3086 2.2883
I 3.2483 -1.9743 -1.4437
As -0.0767 -1.9014 2.2971
Cl 0.0010 -1.9909 6.0661
Cl 1.9477 -4.6691 2.9150
S 0.9904 -0.2543 3.4056
S -2.3578 5.7910 -0.5189
S -5.7763 3.5968 -0.9064
S 6.6113 -3.5262 -1.4569
S 3.0529 -2.5292 -6.1253
S 0.8499 6.9543 -0.7970
P -1.0607 -3.4681 0.9497
F -5.9329 -0.8519 5.7978
F -4.7543 -0.5488 3.7497
F -5.7287 -2.7603 4.3852
O 4.3633 -3.1402 -6.1508
O 3.1005 -1.2657 -5.0949
O 6.6742 -2.2390 -2.1128
O -0.6953 1.0877 1.6651
O -2.9287 -3.1001 5.3391
O -4.3556 3.3987 -0.7231
O 6.0310 -3.7150 -0.1477
O 1.8412 -3.2754 -5.8777
O 0.2668 6.4574 0.4275
O 0.8659 6.1945 -2.0273
O -6.4921 2.1327 -0.9522
O -1.0939 5.1957 0.3229
O -1.8489 6.4715 -1.6869
O 8.1083 -4.1719 -1.4592
O -2.9923 4.3634 -0.9852
O 5.9214 -4.5881 -2.4850
O -6.0361 4.0080 -2.4633
O 2.3734 7.4442 -0.4815
O -1.5423 -0.4460 0.0718
O -3.2727 6.4073 0.4161
O -6.5645 4.4680 -0.0660
O 2.8640 -1.6736 -7.5001
O 0.2173 8.4229 -1.1147
C 1.5679 -2.0038 1.1017
C -0.8491 -0.3328 1.1947
C 8.0835 -5.4278 -2.1354
C -3.6575 -1.9020 5.7184
C -1.3060 3.8051 0.5553
C -2.8978 -3.2303 0.5887
C 1.5939 -4.4264 5.9325
C -2.4395 -3.1150 3.9547
C 1.1643 9.4331 -0.7714
C -0.9287 -5.2546 1.4747
C 3.3045 -0.0676 -5.8402
C 1.6016 -1.0459 -0.2196
C 2.5345 8.7831 -0.9441
C -7.1804 1.9785 -2.1922
C -1.7926 -1.7675 3.3636
C -6.4181 2.8437 -3.1922
C 0.8306 -3.2510 3.5096
C 2.1729 0.4746 -0.0068
C 6.9471 -5.3229 -3.1490
C -2.0854 3.3111 -0.6605
C -4.9905 -1.5418 4.8382
C 0.8101 -3.2581 5.0192
C 2.6111 -0.3069 -7.1788
H 9.0470 -5.6222 -2.6141
H -2.6319 2.3872 -0.4531
H 0.9930 9.7206 0.2709
H 1.5282 -0.1723 -7.0913
H 1.3286 -5.5268 5.5498
H 4.3830 0.0675 -5.9737
H -1.7693 -4.1005 3.8817
H 3.3137 9.2964 -0.3755
H -1.6382 -0.8653 4.1165
H 1.2144 -4.4106 7.0630
H 1.7484 -3.0932 0.6442
H 2.7547 -4.2816 5.9481
H 6.5780 -6.3019 -3.4637
H -7.2013 0.9263 -2.4884
H -3.3557 -2.1732 0.7462
H -2.9919 -0.9156 5.8166
H 7.2563 -4.7505 -4.0299
H 0.7042 -1.1508 -0.9594
H -1.8768 -5.9037 1.1493
H 1.7220 1.1185 -0.9065
H -2.6016 -1.3269 2.5983
H 1.0385 10.3081 -1.4147
H -3.4053 -3.3908 3.3053
H -3.0729 -3.5337 -0.5537
H 2.8215 8.7432 -2.0002
H -3.5002 -4.0385 1.2092
H 3.3546 0.5357 -0.1748
H 2.8943 0.7931 -5.3066
H -8.2056 2.3393 -2.0599
H 0.0533 0.5366 4.1280
H -1.4222 3.1565 -1.5177
H -4.0515 -2.0878 6.8315
H 2.9958 0.3473 -7.9657
H -1.8977 3.7021 1.4711
H -0.3531 3.2850 0.6787
H -7.0269 3.1136 -4.0585
H 1.8266 1.0172 0.9668
H -0.7391 -5.5056 2.5979
H -0.0173 -5.7475 0.8793
H 7.8809 -6.2090 -1.3956
H -5.5051 2.3428 -3.5311
*
```

As for the lowest unoccupied orbital energy: 3.2 eV.

---

A molecular structure, C10H6Cl12Cr2O4 in a non-equilibrium geometry, computed with the ωB97M-V functional and the def2-TZVPD basis.

```
! RIJCOSX wB97M-V def2-TZVPD def2/J DEFGRID3
* xyz 2 9
Cr 18.2614 -4.5870 0.0613
Cr 13.1667 0.4939 -0.7030
Cl 13.1740 -2.6553 -7.1416
Cl 18.7646 -2.7612 -4.8078
Cl 13.4958 -0.0126 4.8672
Cl 16.7131 -0.7587 -5.5115
Cl 13.5921 -5.3977 4.2479
Cl 14.8566 2.4963 4.0817
Cl 16.2826 -0.0284 4.1689
Cl 17.8836 -0.8706 -2.8406
Cl 15.6848 -5.7207 6.1777
Cl 14.4071 -4.5062 -5.2109
Cl 15.0079 -3.0468 5.2936
Cl 11.5040 -4.5780 -5.6969
O 13.2669 -1.2527 -1.5965
O 13.6372 -0.6567 0.8855
O 16.7134 -4.1798 1.3601
O 16.6267 -4.4031 -1.3800
C 14.0571 -2.0422 -0.9610
C 14.7440 0.7479 3.8728
C 17.3796 -1.8076 -4.2830
C 15.1208 -2.5075 1.2969
C 12.9634 -3.5810 -5.6698
C 15.1290 -4.7786 4.8153
C 15.8174 -3.5336 0.6993
C 15.7196 -3.7508 -0.7853
C 14.8218 -3.0100 -1.5506
C 14.2366 -1.7204 0.5466
H 16.6438 -2.5319 -3.9570
H 12.7552 -2.8709 -4.8797
H 15.8611 -4.7569 4.0186
H 15.1827 -2.3882 2.3746
H 14.7746 -3.0802 -2.6289
H 14.4852 0.5576 2.8458
*
```

As for the lowest unoccupied orbital energy (alpha / beta): -9.6 / -9.1 eV. The value obtained for the energy above the lowest of the compared OMol25 structures with the same formula, charge and spin is 0.000 eV.

---

C5H12O in the gas phase in a non-equilibrium geometry, computed with the ωB97M-V functional and the def2-TZVPD basis.

```
! RIJCOSX wB97M-V def2-TZVPD def2/J DEFGRID3
* xyz 0 1
O 1.0723 1.2413 -0.3090
C -1.6563 0.7147 -1.2994
C 0.8801 -0.2585 1.7530
C -1.0630 0.0880 -0.0338
C 1.0889 -1.0969 -0.7476
C 0.4585 0.0401 0.0434
H 0.6304 -1.2340 2.2461
H 0.4171 -1.8228 -1.2259
H -1.4323 -0.9373 0.0956
H 1.9543 -0.8534 -1.3757
H -2.7461 0.7980 -1.2031
H -1.3776 0.6587 0.8438
H 0.7646 1.8649 0.3580
H -1.2562 1.7204 -1.4608
H 1.3779 -1.3960 0.2558
H -1.4443 0.1249 -2.1986
H 0.3437 0.4868 2.3458
H 1.9590 -0.1232 1.9963
*
```

As for the lowest unoccupied orbital energy: 0.9 eV. The value obtained for the energy above the lowest of the compared OMol25 structures with the same formula, charge and spin is 1.875 eV. The SMILES is CCC(C)(C)O.

---

What did the first record say?
A molecular structure, C23H43CoN2OP3Se in a non-equilibrium geometry, computed with the ωB97M-V functional and the def2-TZVPD basis.

```
! RIJCOSX wB97M-V def2-TZVPD def2/J DEFGRID3
* xyz 3 5
Se -1.3827 -1.7306 2.7113
Co 0.7259 -0.0527 -1.5015
P 1.3556 2.0106 -1.7469
P -1.4114 0.3176 -1.3241
P 0.6755 -1.6214 -2.9435
O -2.6188 4.0387 6.7011
N -1.7689 2.0687 7.4668
N -0.3347 2.2263 2.5882
C -0.9726 -4.0018 0.9086
C -0.3228 1.7882 4.9577
C -1.9793 3.0081 6.4934
C -0.2118 -4.8322 0.0837
C -1.9182 1.7158 -0.2532
C -2.2640 0.7305 -2.9029
C 1.3631 2.8268 -0.1073
C -1.7627 3.4850 4.0533
C 1.1748 -4.6744 0.0084
C 1.7836 -3.6501 0.7315
C 3.0532 2.3041 -2.3412
C -2.5300 -0.9529 -0.6515
C 2.0704 -2.7797 -3.1016
C 1.0348 -2.8296 1.5750
C 2.1198 -0.3650 -0.4815
C 0.4792 -0.8933 -4.6140
C -1.3368 2.7381 5.1623
C -0.7120 -2.8180 -2.8749
C -0.3627 -2.9756 1.6511
C 3.1415 -1.0265 0.1220
C 0.3368 3.0570 -2.8122
C 0.1341 1.5562 3.6479
C -1.2344 3.2003 2.7917
H -2.5017 4.2765 4.1392
H -3.5507 -0.5415 -0.6400
H 0.9116 0.8096 3.4513
H -3.2795 1.0617 -2.6468
H 1.5195 -2.0407 2.1533
H 3.2172 3.3870 -2.3486
H -0.6958 -5.6176 -0.4978
H -0.5559 3.3985 -2.2745
H -2.2345 -1.1952 0.3809
H -1.5106 2.6744 -0.5955
H -1.6513 -2.3481 -3.1923
H 0.7333 -1.6519 -5.3643
H 4.0532 -1.2342 -0.4434
H 1.7749 -5.3522 -0.5961
H 1.4000 0.2723 0.1226
H -1.5706 3.7553 1.9129
H 0.9561 3.9146 -3.0920
H 1.1504 -0.0326 -4.7190
H -2.0540 -4.1298 0.9922
H -1.7456 1.5378 -3.4317
H -2.3255 -0.1523 -3.5500
H 3.7976 1.8112 -1.7036
H 0.0496 2.5077 -3.7136
H -2.5115 -1.8706 -1.2481
H 3.1649 1.9311 -3.3649
H 3.1240 -1.1749 1.2022
H 1.7864 -3.6049 -3.7682
H -0.5536 -0.5573 -4.7650
H -1.4315 1.1428 7.2512
H 0.1187 1.2123 5.7729
H 2.4027 2.9383 0.2184
H 0.9215 3.8224 -0.2231
H 2.3307 -3.1777 -2.1180
H -1.5710 1.5339 0.7713
H -0.4775 -3.6584 -3.5435
H -3.0169 1.7716 -0.2680
H 2.8541 -3.4752 0.6110
H 0.8033 2.2909 0.6720
H -2.2984 2.1878 8.3146
H 2.9432 -2.2558 -3.5122
H -0.8153 -3.2005 -1.8518
H 2.3582 -0.0549 -1.6192
H -2.3437 -2.7795 3.1272
*
```

As for the lowest unoccupied orbital energy (alpha / beta): -8.8 / -12.9 eV. The value obtained for the energy above the lowest of the compared OMol25 structures with the same formula, charge and spin is 2.912 eV.